{"formula": "C3H4ClNO2S", "method": "ωB97M-V with the def2-TZVPD basis set", "elements": ["C", "C", "C", "N", "O", "O", "S", "Cl", "H", "H", "H", "H"], "xyz": [[2.61218, -0.57940, 1.17161], [-0.48371, 0.97995, 0.41488], [-2.35219, 0.44118, -1.26149], [-1.24017, 1.00371, -0.50525], [0.44386, 1.12172, 1.11704], [0.42830, -1.89352, 0.58496], [1.85901, -1.77681, 0.27895], [4.26125, -0.26759, 0.60910], [2.26119, -0.06959, 2.05376], [-2.87327, -0.33536, -0.66593], [-3.10569, 1.25327, -1.54473], [-1.81077, 0.12245, -2.25290]], "homo_ev": [-9.2, -9.2], "total_charge": 0, "homo_lumo_gap_ev": [8.74, 8.75], "e_above_lowest_ev": 0.966}

{"formula": "C7H29BaO8", "method": "ωB97M-V with the def2-TZVPD basis set", "elements": ["Ba", "O", "H", "C", "O", "H", "H", "H", "H", "C", "O", "H", "H", "H", "H", "C", "O", "H", "H", "H", "H", "C", "O", "H", "H", "H", "H", "C", "O", "H", "H", "H", "H", "C", "O", "H", "H", "H", "H", "C", "O", "H", "H", "H", "H"], "xyz": [[1.23859, -0.14186, 2.51989], [0.15672, -0.06221, 0.06395], [-0.38095, -0.83080, 0.28759], [-1.04443, -3.03737, 1.49968], [-0.44434, -2.23867, 2.52540], [-2.11643, -3.22600, 1.55606], [-0.95244, -2.56605, 0.51825], [-0.47980, -3.96581, 1.40781], [-0.56488, -2.68809, 3.37090], [3.16638, 3.23305, 1.00639], [2.70913, 1.87496, 0.89296], [3.65581, 3.39218, 1.96407], [3.87781, 3.40747, 0.19951], [2.33080, 3.92811, 0.91466], [2.39490, 1.79037, -0.03361], [0.37535, 3.00167, -1.18339], [1.21157, 1.90258, -1.48731], [-0.14297, 2.86947, -0.22963], [0.90093, 3.95958, -1.15690], [-0.38543, 3.19877, -1.94605], [0.83579, 1.14617, -0.99239], [-2.51572, 1.78655, 2.17415], [-1.35234, 0.96420, 1.98206], [-2.31785, 2.72332, 1.65504], [-3.36463, 1.30326, 1.68681], [-2.75037, 1.87462, 3.22917], [-1.18892, 0.72153, 1.05443], [0.02040, -1.40604, -3.39635], [-0.19897, -1.91242, -2.07133], [0.93668, -0.80733, -3.38118], [0.08245, -2.15791, -4.17541], [-0.76773, -0.69397, -3.65652], [-0.22759, -1.10518, -1.54162], [2.74702, -2.43470, -0.34850], [2.62797, -1.09079, 0.12235], [2.87592, -2.41463, -1.43296], [3.67745, -2.85090, 0.03440], [1.88424, -3.05744, -0.10768], [1.80951, -0.71063, -0.25165], [-3.37013, -0.79237, -0.50932], [-2.50864, 0.20381, -1.01606], [-3.17057, -1.01848, 0.54926], [-4.38899, -0.41194, -0.57085], [-3.27257, -1.73568, -1.05824], [-1.60872, 0.07560, -0.66785]], "homo_ev": -12.3, "total_charge": 1, "homo_lumo_gap_ev": 8.45, "e_above_lowest_ev": 1.343}

{"formula": "C3H6OS", "method": "ωB97M-V with the def2-TZVPD basis set", "elements": ["C", "C", "C", "H", "H", "H", "H", "H", "H", "O", "S"], "xyz": [[-1.77881, 0.00956, 0.21296], [0.71872, -0.26749, -0.44096], [1.68455, 0.42954, 0.31742], [-1.82055, -0.22128, -0.85041], [-2.43977, 0.93746, 0.08634], [-2.03163, -1.16628, 0.68321], [0.95451, -1.44719, -0.20776], [0.55372, -0.11434, -1.66742], [1.27131, 1.34575, 0.91148], [-0.44490, 0.46667, 0.41017], [3.33285, 0.02760, 0.54496]], "homo_ev": -8.8, "total_charge": 0, "homo_lumo_gap_ev": 8.17, "e_above_lowest_ev": 4.593}

{"formula": "C32H28CoN9O4S5", "method": "ωB97M-V with the def2-TZVPD basis set", "elements": ["Co", "N", "C", "S", "N", "N", "C", "C", "C", "C", "C", "C", "C", "C", "C", "C", "C", "C", "N", "H", "H", "H", "H", "H", "H", "H", "H", "H", "H", "H", "O", "C", "C", "C", "C", "C", "C", "C", "O", "N", "N", "C", "S", "C", "C", "S", "H", "H", "H", "H", "H", "H", "H", "H", "H", "N", "C", "C", "C", "C", "C", "C", "S", "O", "O", "N", "C", "S", "C", "C", "N", "H", "H", "H", "H", "H", "H", "H", "H"], "xyz": [[11.72140, 10.66007, 13.05039], [15.15309, 11.88958, 15.46201], [14.04228, 11.61297, 14.74388], [14.18374, 10.72134, 13.19303], [12.83429, 12.10659, 15.14425], [11.86094, 12.04218, 14.23402], [10.76990, 12.81855, 14.36562], [10.56045, 13.75040, 15.51271], [9.33987, 13.89220, 16.11858], [9.18279, 14.67471, 17.28194], [10.18185, 15.54082, 17.77062], [11.33239, 15.54070, 16.93993], [11.59814, 14.56903, 16.01503], [9.71324, 12.62348, 13.37434], [8.57380, 13.34878, 12.99261], [7.99995, 12.96367, 11.80218], [8.49909, 12.01239, 10.91305], [9.67440, 11.32083, 11.30282], [10.22501, 11.65181, 12.48598], [15.89911, 11.19726, 15.43154], [15.17348, 12.42684, 16.30211], [8.53891, 13.24865, 15.78897], [8.24384, 14.53916, 17.81160], [10.11327, 16.02324, 18.69823], [12.05647, 16.39577, 17.08391], [12.52658, 14.37993, 15.46133], [8.29583, 14.22508, 13.64349], [6.94705, 13.25322, 11.64951], [7.92478, 11.64429, 10.04989], [10.13335, 10.52871, 10.73369], [11.32125, 5.32471, 10.40149], [12.58824, 5.83885, 10.45987], [13.69905, 5.17106, 9.91551], [14.98458, 5.68780, 9.94885], [15.31197, 6.85405, 10.72998], [14.20363, 7.58416, 11.04769], [12.84174, 7.13591, 10.89447], [11.72369, 8.08237, 11.27847], [11.81844, 9.34823, 11.54576], [10.52920, 7.48460, 11.24386], [9.42993, 8.05318, 11.65255], [8.51139, 7.33902, 12.30097], [6.84047, 7.79281, 12.56327], [6.23315, 6.19191, 13.16522], [7.35629, 5.30101, 13.73270], [8.91025, 5.73391, 12.99208], [10.67513, 6.30340, 10.68695], [13.55419, 4.18295, 9.48939], [15.72983, 5.19911, 9.26826], [16.33168, 7.15336, 11.01163], [14.32237, 8.56942, 11.55575], [5.80599, 5.67712, 12.34019], [5.47809, 6.32061, 13.94840], [7.16676, 4.18146, 13.44354], [7.53795, 5.46062, 14.87201], [10.10346, 9.41905, 21.63350], [9.58182, 9.59980, 20.37827], [10.10208, 10.54916, 19.50611], [9.50221, 10.63235, 18.20267], [8.41437, 9.83796, 17.90354], [7.79042, 8.98639, 18.81522], [8.49201, 8.75751, 20.01992], [7.76752, 9.96088, 16.26793], [7.20329, 11.30004, 16.33647], [6.95572, 8.84444, 15.99706], [8.93875, 10.03602, 15.23370], [9.90080, 9.16160, 15.08425], [9.77102, 7.62508, 15.93672], [11.39573, 7.28046, 15.55680], [11.91688, 8.28558, 14.79533], [11.09258, 9.30665, 14.43911], [10.86133, 10.02999, 21.89653], [10.21278, 8.49726, 21.97706], [10.99314, 11.08363, 19.79139], [10.02529, 11.24506, 17.40035], [6.89155, 8.38630, 18.56810], [8.09017, 7.95271, 20.73741], [11.94452, 6.42636, 15.95988], [12.99149, 8.33578, 14.45410]], "homo_ev": [-4.6, -4.7], "total_charge": -1, "homo_lumo_gap_ev": [6.29, 6.36], "e_above_lowest_ev": 0.000, "spin_multiplicity": 4, "s2": 3.7694}

{"formula": "C22H21CoF3N6O2", "method": "ωB97M-V with the def2-TZVPD basis set", "elements": ["Co", "C", "C", "C", "C", "C", "N", "C", "C", "C", "C", "C", "C", "C", "N", "C", "C", "C", "N", "C", "C", "N", "C", "C", "C", "N", "H", "H", "H", "H", "H", "H", "H", "H", "H", "H", "H", "H", "H", "H", "H", "H", "H", "H", "N", "H", "H", "H", "F", "C", "F", "F", "C", "O", "O"], "xyz": [[-0.06442, -1.40411, -0.24577], [2.09841, 2.29409, -5.20052], [1.46600, 1.87757, -3.90112], [0.13275, 2.17142, -3.61878], [-0.46838, 1.73856, -2.45192], [0.23837, 1.01006, -1.48944], [-0.33652, 0.49804, -0.32470], [-0.77888, 1.35406, 0.64245], [-0.65626, 2.75767, 0.53017], [-1.07529, 3.62703, 1.51515], [-1.62631, 3.17136, 2.70932], [-2.02201, 4.11128, 3.81534], [-1.73576, 1.79900, 2.85241], [-1.35383, 0.90901, 1.85522], [-1.57469, -0.47903, 2.12928], [-2.58605, -0.99410, 2.86130], [-2.33172, -2.33347, 3.04490], [-1.12380, -2.55222, 2.37359], [-0.67013, -1.43188, 1.82409], [1.58281, 0.74214, -1.77634], [2.17857, 1.14639, -2.96341], [2.36542, 0.04208, -0.81721], [3.66627, 0.21977, -0.50875], [4.01187, -0.74686, 0.40577], [2.83828, -1.48653, 0.60421], [1.85713, -1.00006, -0.13456], [1.65736, 3.21836, -5.57272], [1.95646, 1.52908, -5.96686], [3.17084, 2.45109, -5.08660], [-0.44982, 2.73749, -4.33621], [-1.50848, 1.97016, -2.25598], [-0.20836, 3.16589, -0.36462], [-0.95279, 4.69273, 1.35587], [-2.29614, 5.08845, 3.41718], [-1.20342, 4.26355, 4.52289], [-2.87441, 3.72835, 4.37753], [-2.11376, 1.39604, 3.78467], [-3.40458, -0.37812, 3.18986], [-2.93807, -3.05020, 3.56876], [-0.57985, -3.47237, 2.23845], [3.21039, 0.87657, -3.15666], [4.23350, 1.02108, -0.94897], [4.96979, -0.89313, 0.87073], [2.65360, -2.34090, 1.23300], [-1.97753, -1.74086, -0.78676], [-2.62749, -1.18128, -0.24586], [-2.15803, -2.74017, -0.63888], [-2.14521, -1.53221, -1.76543], [0.07974, -6.63980, -0.85047], [0.53614, -5.63606, -0.09690], [1.84377, -5.50478, -0.34115], [0.40642, -6.00402, 1.19634], [-0.27019, -4.32862, -0.32847], [-1.48653, -4.45106, -0.41185], [0.44478, -3.28654, -0.33160]], "homo_ev": [-7.0, -7.0], "total_charge": 0, "homo_lumo_gap_ev": [7.55, 7.47], "e_above_lowest_ev": 0.000, "spin_multiplicity": 2, "s2": 0.7552}

{"formula": "C3H9O2S2", "method": "ωB97M-V with the def2-TZVPD basis set", "elements": ["C", "C", "O", "C", "S", "S", "H", "H", "H", "H", "H", "H", "H", "H", "H", "O"], "xyz": [[-0.12091, 0.34559, -0.90933], [0.61042, -1.00105, -1.16495], [2.03543, -0.88329, -1.06435], [-1.28478, 0.26892, 0.04170], [-1.33189, 1.61220, 1.28762], [-0.76472, 3.29177, 0.28323], [-0.44339, 0.72296, -1.87966], [0.64092, 1.06356, -0.58013], [0.24859, -1.69976, -0.42247], [0.41733, -1.39224, -2.17271], [-1.19963, -0.66590, 0.60566], [-2.24489, 0.16303, -0.47988], [0.89271, -0.98809, 2.05964], [-0.18113, -0.11089, 2.69833], [2.22907, 0.04756, -1.22132], [0.49686, -0.77438, 2.91863]], "homo_ev": -2.5, "total_charge": -1, "homo_lumo_gap_ev": 5.99, "e_above_lowest_ev": 0.341}

no.,calculated total energy (eV)
1,-32116.33519
2,-24796.92443
3,-16086.39801
4,-147041.85008
5,-81972.18494
6,-29023.60337